{
  "formula": "CH7N6",
  "method": "ωB97M-V with the def2-TZVPD basis set",
  "species": ["N", "N", "N", "C", "N", "N", "N", "H", "H", "H", "H", "H", "H", "H"],
  "coordinates": [[2.57, -0.08, -0.04], [1.46, 0.64, -0.24], [0.13, 0.07, 0.00], [-0.50, -1.10, -0.07], [-1.92, -0.73, 0.14], [-2.05, 0.64, -0.12], [-0.76, 1.12, 0.16], [2.92, -0.34, 0.88], [2.59, -0.86, -0.72], [1.40, 1.52, 0.33], [-0.11, -2.05, -0.54], [-2.67, -1.42, 0.18], [-2.32, 0.91, -1.09], [-0.73, 1.68, 1.13]],
  "e_above_lowest_kcal_mol": 139.20,
  "lumo_energy_ha": -0.16171,
  "charge": 1,
  "fmax_ev_per_a": 4.095,
  "smiles": "NNN1C=[NH+]NN1"
}